This record from OMol25 describes a 6-piece molecular cluster, C36H86Br2O20P6 overall in a non-equilibrium geometry. The level of theory is the ωB97M-V functional and the def2-TZVPD basis.

Orbital gap in eV: 5.05
Charge: 0
SMILES: CCCCCCCCCCCCCCCCCCP/C(Br)=C(/C)Br.COP(=O)(OC)OC.COP(=O)(OC)OC.COP(=O)(OC)OC.COP(=O)(OC)OC.COP(=O)(OC)OC
Energy in a.u.: -10123.236075
F_max in eV Å⁻¹: 10.6
E_LUMO in eV: -3.19

Each line ends with the Mulliken charge.
Cartesian coordinates (Å):
C  -8.057  4.080  -1.161  -0.930
C  -6.965  4.136  0.093  0.215
C  -7.060  5.535  0.947  -0.739
C  -6.755  6.891  0.077  -0.002
C  -5.189  7.103  -0.357  -0.379
C  -4.093  6.364  0.620  -0.339
C  -2.633  6.488  -0.114  -0.599
C  -2.132  5.146  -0.909  -0.703
C  -3.269  4.411  -1.830  0.390
C  -3.263  2.760  -1.567  -0.571
C  -2.675  1.911  -2.855  -0.338
C  -3.611  2.163  -4.193  -0.614
C  -4.165  0.784  -4.897  -0.657
C  -5.627  0.316  -4.254  -0.349
C  -5.663  -1.282  -3.854  -0.742
C  -5.282  -1.420  -2.236  0.159
C  -4.201  -2.671  -2.096  -0.347
C  -4.288  -3.420  -0.607  -0.727
P  -4.127  -2.156  0.819  -0.064
C  -2.305  -2.138  1.512  0.108
Br  -0.776  -2.705  0.322  -0.170
C  -2.132  -1.676  2.949  0.214
C  -0.611  -1.591  3.638  -0.869
Br  -3.763  -1.151  4.061  -0.157
H  -7.752  4.841  -2.002  0.152
H  -8.168  2.985  -1.565  0.332
H  -9.109  4.404  -0.729  0.280
H  -5.865  3.926  -0.268  -0.391
H  -7.275  3.265  0.834  0.352
H  -8.193  5.622  1.312  0.350
H  -6.405  5.488  1.916  0.303
H  -7.368  6.775  -0.941  -0.360
H  -7.236  7.843  0.607  0.295
H  -4.974  8.273  -0.263  0.280
H  -5.021  6.831  -1.491  0.197
H  -4.293  5.203  0.775  0.106
H  -4.029  6.942  1.657  0.355
H  -2.552  7.444  -0.822  0.289
H  -1.839  6.684  0.753  0.256
H  -1.593  4.342  -0.213  0.305
H  -1.278  5.506  -1.661  0.244
H  -4.371  4.753  -1.638  -0.239
H  -3.060  4.617  -2.986  0.292
H  -2.719  2.470  -0.554  0.381
H  -4.399  2.416  -1.442  -0.091
H  -1.569  2.275  -3.035  0.318
H  -2.621  0.761  -2.541  0.078
H  -2.911  2.731  -4.973  0.295
H  -4.514  2.897  -3.945  0.251
H  -3.371  -0.088  -4.917  0.302
H  -4.382  1.047  -6.036  0.301
H  -6.462  0.467  -5.086  0.377
H  -5.910  0.966  -3.318  0.047
H  -6.730  -1.765  -3.999  0.297
H  -4.814  -1.823  -4.455  0.300
H  -4.826  -0.398  -1.895  -0.236
H  -6.215  -1.723  -1.576  0.279
H  -3.075  -2.326  -2.271  0.079
H  -4.536  -3.468  -2.906  0.321
H  -3.523  -4.328  -0.532  0.312
H  -5.378  -3.903  -0.580  0.368
H  -4.321  -0.802  0.311  0.039
H  0.192  -1.422  2.767  0.263
H  -0.541  -0.591  4.273  0.293
H  -0.354  -2.555  4.260  0.247
C  4.096  -7.211  -3.442  -0.517
O  2.903  -7.078  -2.680  -0.465
P  1.497  -6.442  -3.461  1.103
O  1.796  -7.239  -4.736  -0.624
O  2.212  -4.959  -3.564  -0.351
C  2.626  -4.342  -2.358  -0.590
O  0.090  -5.806  -4.243  -0.321
C  -0.822  -5.180  -3.363  -0.651
H  4.940  -7.252  -2.749  0.150
H  4.070  -8.145  -4.009  0.262
H  4.242  -6.364  -4.117  0.326
H  3.715  -4.384  -2.293  0.179
H  2.188  -4.832  -1.482  0.329
H  2.314  -3.294  -2.372  0.297
H  -0.367  -4.295  -2.912  0.280
H  -1.125  -5.882  -2.582  0.334
H  -1.705  -4.876  -3.930  0.254
C  -5.602  13.036  -3.073  -0.602
O  -6.886  12.605  -2.642  -0.466
P  -7.230  10.909  -2.656  1.014
O  -5.827  10.580  -2.134  -0.599
O  -7.213  10.909  -4.306  -0.300
C  -8.121  11.767  -4.973  -0.757
O  -7.574  9.214  -2.670  -0.095
C  -8.948  8.908  -2.796  -0.823
H  -5.674  14.089  -3.360  0.246
H  -4.887  12.951  -2.250  0.225
H  -5.252  12.465  -3.937  0.320
H  -7.569  12.608  -5.398  0.268
H  -8.896  12.143  -4.297  0.366
H  -8.599  11.213  -5.786  0.273
H  -9.324  9.245  -3.765  0.322
H  -9.510  9.387  -1.992  0.401
H  -9.075  7.825  -2.724  0.204
C  5.693  -4.563  2.093  -0.584
O  6.961  -4.198  1.565  -0.218
P  7.211  -4.338  -0.141  0.907
O  5.805  -3.802  -0.431  -0.560
O  7.156  -5.983  -0.024  -0.277
C  8.093  -6.614  0.830  -0.759
O  7.462  -4.479  -1.847  -0.215
C  8.813  -4.663  -2.216  -0.766
H  5.816  -4.778  3.158  0.201
H  4.994  -3.729  1.988  0.240
H  5.292  -5.454  1.603  0.317
H  7.579  -6.965  1.726  0.191
H  8.903  -5.935  1.115  0.356
H  8.521  -7.476  0.309  0.271
H  9.185  -5.616  -1.831  0.304
H  9.420  -3.843  -1.825  0.321
H  8.883  -4.669  -3.306  0.247
C  7.578  -1.705  5.877  -0.587
O  7.163  -1.432  4.545  -0.454
P  8.330  -0.803  3.434  1.281
O  9.413  -1.739  3.981  -0.653
O  8.368  0.621  4.265  -0.353
C  7.152  1.333  4.409  -0.746
O  9.497  -0.174  2.322  -0.270
C  8.937  0.585  1.270  -0.643
H  6.690  -1.722  6.515  0.279
H  8.053  -2.689  5.922  0.121
H  8.261  -0.939  6.253  0.359
H  6.805  1.239  5.440  0.267
H  6.380  0.958  3.729  0.353
H  7.332  2.389  4.193  0.267
H  8.459  1.485  1.664  0.261
H  8.204  -0.017  0.727  0.275
H  9.735  0.878  0.584  0.250
C  4.264  -9.142  6.155  -0.600
O  4.961  -8.081  6.796  -0.473
P  6.372  -7.443  6.026  1.089
O  5.706  -7.526  4.648  -0.616
O  7.183  -8.848  6.326  -0.309
C  7.305  -9.263  7.674  -0.776
O  7.784  -6.805  5.256  -0.118
C  8.707  -6.213  6.147  -0.751
H  3.667  -9.662  6.909  0.245
H  3.587  -8.736  5.398  0.219
H  4.951  -9.861  5.701  0.316
H  6.643  -10.114  7.846  0.269
H  7.051  -8.457  8.371  0.370
H  8.336  -9.577  7.856  0.274
H  9.114  -6.966  6.827  0.292
H  8.215  -5.423  6.720  0.325
H  9.525  -5.778  5.570  0.258